(1)
75
Properties=species:S:1:pos:R:3:forces:R:3:mulliken_charge:R:1 method="wB97M-V/def2-TZVPD" charge=0 energy_ha=-2000.203458 homo_ev=-8.314 e_lumo_ev=-0.2 e_above_lowest_ev=0.012
F -4.5753 -3.4412 1.1337 0.083 0.133 0.035 -0.3867
O -6.9570 0.4060 -0.7816 -0.177 -0.037 -0.082 -0.6831
O -5.5847 2.0503 -0.5654 -0.069 0.209 -0.038 -0.6400
O 4.3635 -4.0127 -1.4677 -0.156 -0.405 -0.183 -0.6499
O 1.5059 3.2720 1.5108 -0.478 0.057 -0.106 -0.8216
O -1.5292 0.5643 3.2066 -0.070 -0.094 0.199 -0.7111
O 0.5906 -0.3602 -1.5567 -0.011 -0.294 -0.463 -0.9412
O 4.7383 0.2400 0.2611 0.369 0.108 0.172 -0.8455
N 3.0675 3.9003 2.9743 -0.029 0.182 0.375 -0.4151
N -2.5367 -0.8497 -2.0246 -0.036 -0.285 -0.116 -0.3139
N -5.9084 0.8873 -0.3945 -0.410 0.427 -0.308 1.1210
N -0.9124 1.1596 1.1386 0.453 0.273 -0.082 0.4533
N 1.4837 1.3449 -0.3683 0.210 0.216 0.187 0.2643
N 5.6535 -2.2105 -1.0284 0.584 0.211 -0.155 -0.2592
N 3.0515 -1.0411 -0.5100 -0.125 -0.361 -0.049 0.1022
N -2.3010 -2.5490 2.1242 -0.332 -0.591 0.234 -0.1313
C -2.8648 -0.2505 1.4029 -0.178 -0.207 0.104 1.0841
C 2.8525 1.3198 -0.8526 0.139 0.026 -0.187 -0.1202
C -3.8102 0.5555 0.7959 -0.462 -0.074 -0.258 0.0467
C 3.6526 0.1265 -0.2943 -0.385 0.139 -0.328 0.7204
C -1.2573 2.4181 -0.9749 -0.233 -0.018 -0.126 -1.6281
C 3.8418 2.9555 0.9114 -0.063 -0.091 -0.215 -0.8544
C -2.1053 1.3141 -3.1436 -0.360 -0.089 0.069 -0.5226
C 3.5179 2.6706 -0.5619 0.002 -0.216 0.157 -1.4254
C 1.4269 -2.6391 1.4134 -0.161 -0.139 -0.289 -0.4026
C 3.5104 -2.3034 0.0367 0.085 -0.377 0.009 -0.2074
C -2.3843 2.3070 -2.0038 0.228 0.023 -0.045 -0.0718
C 4.5395 -2.9551 -0.9103 -0.190 0.345 0.415 0.0695
C -5.2664 -1.3256 0.4013 0.114 0.142 0.007 -0.7242
C 0.4657 0.6013 -0.8050 -0.422 0.081 0.350 -0.7632
C -0.0573 -2.9022 1.1842 0.152 0.183 0.442 0.1873
C -2.9630 0.0468 -3.0947 0.096 0.043 -0.338 -0.9958
C -0.8898 -2.4574 2.3929 0.396 -0.006 -0.372 -1.1373
C -3.1027 -1.6371 1.5362 -0.263 0.244 -0.121 -0.0229
C -4.9917 0.0379 0.2807 1.024 -0.704 0.714 -0.9746
C -4.3362 -2.1087 1.0182 0.014 0.161 -0.088 0.9295
C 2.6898 3.3789 1.7956 0.549 0.083 0.072 0.5808
C 2.2944 -3.1903 0.2765 0.212 0.221 0.206 -1.0988
C -0.9049 1.0698 -0.3046 -0.049 0.066 -0.265 3.6676
C -1.7024 0.4920 2.0028 -0.124 -0.113 0.178 -0.9612
H -0.3870 -2.3506 0.3004 -0.043 -0.011 -0.090 -0.1421
H 1.2917 2.1173 0.2757 0.024 -0.093 -0.131 0.2757
H 5.7387 -1.3274 -0.5437 -0.039 -0.028 0.008 0.2122
H 4.5938 3.7467 0.9481 0.017 -0.022 0.068 0.4703
H -1.5811 -1.1492 -2.2064 -0.040 -0.050 0.084 0.0754
H -3.6410 1.6190 0.7278 0.045 0.061 -0.038 0.7618
H 4.2949 2.0618 1.3475 0.028 0.136 0.050 0.4658
H 2.6286 -4.2043 0.4925 -0.037 -0.015 -0.090 0.5436
H 2.1823 -1.0556 -1.0483 0.073 0.164 0.059 0.0563
H -0.2208 -3.9664 0.9997 -0.071 -0.054 -0.081 0.4499
H -0.6734 -3.1042 3.2478 0.022 0.133 0.003 0.3801
H 4.0301 -2.0915 0.9807 -0.087 -0.013 -0.098 0.5407
H 2.8230 1.1704 -1.9433 0.000 0.043 0.159 0.3580
H 1.5713 -1.5588 1.4922 0.010 0.072 0.082 0.1773
H 2.3574 4.1731 3.6351 0.021 -0.053 -0.045 0.2740
H -2.6505 -3.4973 2.0786 -0.031 0.219 -0.012 0.3122
H -6.1807 -1.7415 0.0090 -0.031 -0.072 -0.002 0.5607
H 2.8779 3.4625 -0.9574 0.039 -0.031 -0.090 0.3941
H -1.5587 3.1229 -0.1976 0.082 0.030 0.043 0.5753
H -0.3732 2.8353 -1.4628 0.004 0.078 0.025 0.2740
H -0.2406 1.7851 1.5707 -0.116 -0.061 0.172 0.1302
H -1.6401 0.3174 -0.6116 0.279 0.120 0.116 -1.7845
H 4.0318 3.9733 3.2451 -0.024 -0.018 -0.063 0.1896
H -2.9168 -0.4393 -4.0829 -0.072 0.085 0.122 0.4659
H -0.6340 -1.4391 2.6744 0.043 -0.117 0.131 0.2107
H -3.3110 2.0310 -1.5039 -0.094 0.028 0.037 -0.2665
H 1.7201 -3.2285 -0.6510 -0.020 -0.095 -0.067 0.3948
H -2.3036 1.8004 -4.0999 0.082 -0.009 -0.033 0.3652
H 1.7360 -3.0802 2.3628 0.067 0.039 0.080 0.5158
H 6.3925 -2.5205 -1.6374 -0.087 -0.044 0.003 0.2384
H -1.0547 1.0199 -3.1383 0.110 -0.023 -0.140 0.2308
H 4.4612 2.6907 -1.1096 -0.059 0.041 0.018 0.5227
H -4.0066 0.3175 -2.9103 0.003 0.046 -0.077 0.3400
H -3.1233 -1.6777 -2.0152 0.064 0.028 0.051 0.2822
H -2.5387 3.3027 -2.4238 -0.089 0.012 0.037 0.6317


(2)
62
Properties=species:S:1:pos:R:3:forces:R:3:mulliken_charge:R:1 method="wB97M-V/def2-TZVPD" charge=+2 energy_ha=-2368.287368 homo_ev="-12.725 / -12.744" e_lumo_ev="-7.1 / -7.2" e_above_lowest_ev=2.134
Os -0.5678 0.0826 0.4742 0.283 -0.431 0.012 1.5902
P 1.9858 -0.6986 2.5378 -0.168 -0.191 0.655 1.2313
Si -1.2392 1.5082 -2.7538 0.167 -0.099 -0.321 0.4392
Si 0.0964 -1.6837 -1.0346 -0.185 0.294 0.350 0.7738
O -1.6987 3.9679 -0.9205 0.065 -0.445 0.403 -0.4382
O -1.2839 -0.5184 4.4100 -0.002 -0.306 0.139 -0.7922
O -0.9432 1.7951 -0.9472 -0.421 0.864 0.519 -0.4955
O 1.3922 -0.0453 1.3352 -0.280 0.613 -0.715 -1.1347
O -0.9420 -0.8907 2.2481 -0.041 -0.058 0.083 -0.9152
O 1.9061 -0.0966 3.9158 0.064 -0.046 -0.195 -1.0527
N 0.7412 -2.5506 4.0698 0.438 -0.097 0.024 -0.0678
N -1.3618 1.5657 1.6142 0.184 0.318 0.350 -0.0732
N 4.3509 0.3268 3.1662 0.337 -0.010 -0.204 -0.1679
C -1.4076 2.8562 -0.3032 0.212 -0.143 -0.668 0.4995
C 0.1591 -2.3237 -3.7452 -0.046 0.072 -0.026 -0.5198
C 0.0506 -2.2083 -5.1219 -0.007 0.003 0.064 -0.8180
C -1.5970 1.3021 2.9137 0.184 -0.146 -0.490 0.5245
C -2.1149 3.8234 1.9147 -0.033 0.042 -0.038 -0.7044
C -1.6333 2.7848 1.1052 -0.022 -0.170 0.029 0.3938
C 3.8177 -0.7528 2.2627 0.002 0.100 -0.173 -0.9061
C -0.3106 2.9083 -3.5707 0.016 0.137 0.146 -1.2697
C -2.3249 3.5602 3.2492 0.018 -0.093 0.076 -0.5388
C 1.4002 -2.4307 2.7289 -0.057 -0.102 -0.048 -0.7943
C -0.1615 -1.2786 -2.8649 0.069 -0.265 -0.365 0.9095
C -0.4009 -1.0205 -5.6746 -0.001 -0.004 -0.026 -0.9202
C -0.7306 0.0273 -4.8358 -0.057 0.046 0.029 -0.8653
C -0.6158 -0.0804 -3.4364 0.126 -0.112 0.110 0.5674
C -3.0783 1.6458 -2.8333 -0.167 0.064 0.163 -0.9924
C -1.0351 -3.1505 -0.6236 -0.016 -0.125 -0.083 -1.2748
C -1.2674 -0.1309 3.2588 -0.027 0.172 0.067 0.3131
C -2.0714 2.2734 3.7578 -0.126 0.157 0.060 -0.4694
C 1.8715 -2.3110 -0.9368 0.112 -0.074 -0.054 -1.0954
H -1.7121 -2.9310 0.2047 -0.020 -0.017 -0.006 0.3035
H -2.2471 2.0250 4.7959 0.009 0.032 0.022 0.5289
H -0.1800 -2.0931 4.0643 -0.528 0.328 -0.019 0.1260
H -0.4318 -4.0177 -0.3396 -0.049 -0.041 0.002 0.3378
H -2.6945 4.3360 3.9042 0.000 0.003 0.001 0.4809
H 5.2153 0.0633 3.6394 0.000 0.034 -0.065 0.3677
H -3.3767 2.0045 -3.8212 0.010 -0.050 -0.015 0.3660
H 3.5896 0.4800 3.8619 -0.242 0.048 0.260 0.3214
H -0.4946 -0.9082 -6.7461 -0.012 -0.004 0.002 0.4258
H -1.0960 0.9425 -5.2950 0.025 -0.009 -0.023 0.1792
H 0.5007 -3.2699 -3.3390 0.017 0.010 0.006 0.3204
H 4.0784 -0.5473 1.2278 0.080 -0.007 0.036 0.3465
H 1.2720 -2.0104 4.7659 -0.022 -0.063 -0.054 0.3672
H 0.7241 2.5900 -3.7067 0.014 0.015 -0.013 0.3389
H -3.5130 0.6542 -2.6982 -0.043 0.011 0.002 0.3324
H 0.3129 -3.0409 -5.7611 0.000 -0.007 0.002 0.4391
H -0.7346 3.0814 -4.5610 0.011 -0.004 -0.015 0.4095
H 0.6368 -3.5190 4.3723 0.000 0.028 -0.021 0.4131
H 0.6659 -2.6612 1.9607 0.013 -0.018 0.006 0.0764
H 2.2065 -2.3592 0.1036 0.061 -0.057 -0.027 0.1532
H -0.2564 3.8892 -3.0889 0.022 0.016 -0.043 0.5951
H 1.9613 -3.3146 -1.3587 0.056 0.013 0.004 0.4258
H -1.6457 -3.4417 -1.4805 0.000 -0.041 0.025 0.4663
H 4.5129 1.2005 2.6643 0.014 -0.041 0.033 0.3570
H 2.2296 -3.1334 2.6599 -0.046 -0.076 0.120 0.6527
H -2.3110 4.7972 1.4880 -0.042 -0.001 0.016 0.5302
H -1.4804 3.9650 -1.8682 0.063 -0.077 -0.092 0.2694
H 2.5539 -1.6564 -1.4830 0.025 0.014 0.057 0.2961
H 4.2582 -1.6972 2.5729 -0.032 -0.023 -0.026 0.3932
H -3.5297 2.3160 -2.0981 -0.013 0.018 -0.048 0.4441